Record 1
# C27H73N7O9P

A cluster of 7 separate species, C27H73N7O9P in total (ωB97M-V with the def2-TZVPD basis set, the Open Molecules 2025 dataset).

Output
DFT total energy in Ha: -2474.15267
LUMO in eV: 1.9
HOMO-LUMO gap in eV: 6.59
Strongest force on any atom in eV/Å: 6.338

The geometry in ORCA input format:
```
! RIJCOSX wB97M-V def2-TZVPD def2/J DEFGRID3
* xyz -1 1
N 6.14 -2.55 6.05
C 5.74 -1.47 5.66
O 5.10 -0.20 5.75
P 5.35 0.49 4.11
O 5.06 2.03 4.93
C 6.32 2.75 5.02
C 7.61 1.81 4.74
O 7.08 0.58 4.21
H 5.27 1.25 2.87
H 3.93 0.28 3.86
H 5.55 -0.80 3.46
H 6.23 3.52 4.15
H 6.50 3.35 5.99
H 8.10 1.46 5.72
H 8.31 2.45 4.09
C -0.96 2.45 1.75
C -0.20 1.24 1.24
C 0.49 0.41 2.34
O 1.66 1.00 2.89
C 1.42 2.05 3.81
N 0.76 1.68 0.22
H -0.31 3.30 1.99
H -1.66 2.81 0.99
H -1.54 2.21 2.65
H -0.93 0.58 0.76
H 0.82 -0.54 1.90
H -0.21 0.15 3.15
H 0.54 1.86 4.43
H 1.32 3.00 3.28
H 2.29 2.14 4.47
H 1.19 0.85 -0.21
H 1.54 2.12 0.70
C -4.20 -2.48 -2.54
C -2.99 -1.57 -2.37
C -2.13 -1.89 -1.12
O -2.70 -1.48 0.11
C -3.73 -2.32 0.60
N -3.43 -0.17 -2.36
H -5.03 -2.20 -1.88
H -4.58 -2.41 -3.56
H -3.95 -3.52 -2.34
H -2.35 -1.73 -3.25
H -1.19 -1.34 -1.21
H -1.86 -2.96 -1.09
H -3.54 -3.38 0.38
H -4.69 -2.01 0.18
H -3.80 -2.20 1.68
H -2.60 0.43 -2.37
H -3.85 0.01 -1.46
C -9.91 0.16 -0.60
C -9.13 -1.05 -1.12
C -8.43 -1.86 -0.01
O -7.26 -1.25 0.52
C -7.51 -0.19 1.44
N -8.19 -0.60 -2.15
H -9.27 1.01 -0.38
H -10.62 0.50 -1.36
H -10.48 -0.09 0.30
H -9.86 -1.72 -1.59
H -8.09 -2.80 -0.45
H -9.12 -2.13 0.80
H -8.39 -0.39 2.06
H -7.62 0.75 0.90
H -6.64 -0.09 2.09
H -7.76 -1.42 -2.57
H -7.41 -0.14 -1.67
C 4.94 -0.12 -2.72
C 6.13 -0.58 -1.87
C 5.74 -1.14 -0.49
O 5.34 -0.16 0.46
C 4.02 0.33 0.28
N 7.08 0.54 -1.74
H 4.56 0.85 -2.42
H 5.24 -0.03 -3.76
H 4.13 -0.85 -2.67
H 6.63 -1.39 -2.42
H 6.62 -1.63 -0.06
H 4.97 -1.92 -0.58
H 3.34 -0.45 -0.07
H 4.04 1.17 -0.42
H 3.67 0.71 1.24
H 7.92 0.20 -1.28
H 6.68 1.20 -1.07
C -0.54 4.74 -1.44
C -1.27 4.04 -2.59
C -1.65 4.98 -3.75
O -2.76 5.84 -3.48
C -2.45 6.96 -2.67
N -2.44 3.34 -2.05
H -1.22 5.29 -0.78
H -0.03 4.00 -0.82
H 0.21 5.43 -1.81
H -0.58 3.29 -3.00
H -1.97 4.36 -4.60
H -0.79 5.56 -4.10
H -1.45 7.35 -2.88
H -2.54 6.69 -1.61
H -3.18 7.74 -2.87
H -2.85 2.78 -2.80
H -3.15 4.04 -1.86
C 3.95 -4.92 -0.48
C 2.76 -3.97 -0.46
C 1.39 -4.68 -0.45
O 1.00 -5.26 -1.70
C 1.64 -6.48 -2.01
N 2.87 -3.04 -1.59
H 4.15 -5.34 -1.47
H 4.86 -4.40 -0.18
H 3.80 -5.75 0.21
H 2.83 -3.39 0.46
H 0.62 -3.93 -0.23
H 1.33 -5.43 0.35
H 1.80 -7.10 -1.12
H 2.59 -6.29 -2.52
H 1.01 -7.03 -2.71
H 2.14 -2.34 -1.51
H 2.62 -3.56 -2.44
*
```

Atomic partial charges in e from the Löwdin method, atoms 1 to 4: N 0.06; C -0.38; O -0.25; P 0.48

Record 2
# C19H39BrO6PS

A cluster of 5 separate species, C19H39BrO6PS in total (ωB97M-V with the def2-TZVPD basis set, the Open Molecules 2025 dataset).

Output
DFT total energy in Ha: -4511.96822
LUMO in eV: -4.4
HOMO-LUMO gap in eV: 6.20
Strongest force on any atom in eV/Å: 0.980

The geometry in ORCA input format:
```
! RIJCOSX wB97M-V def2-TZVPD def2/J DEFGRID3
* xyz 1 1
C 3.07 5.55 3.70
C 1.82 5.77 4.12
P 0.93 7.23 3.74
Br 0.34 8.24 5.56
S -0.90 6.68 2.63
C -1.78 5.66 3.80
O -0.37 5.86 1.59
O -1.61 7.87 2.33
H 3.54 4.62 3.98
H 3.60 6.25 3.09
H 1.28 5.03 4.70
H 1.67 8.12 2.97
H -2.63 6.22 4.15
H -1.14 5.43 4.65
H -2.02 4.75 3.27
C 2.17 1.14 1.87
C 3.35 1.15 0.90
C 3.66 2.64 0.80
O 3.32 3.21 2.08
C 2.57 2.25 2.84
H 2.01 0.19 2.37
H 1.25 1.41 1.35
H 4.19 0.61 1.33
H 3.11 0.71 -0.07
H 3.06 3.12 0.03
H 4.71 2.84 0.59
H 3.20 1.87 3.64
H 1.70 2.75 3.28
C -0.84 -3.53 2.03
C 0.34 -3.53 1.06
C 0.67 -2.05 0.97
O 0.32 -1.48 2.24
C -0.44 -2.43 3.00
H -1.00 -4.49 2.52
H -1.75 -3.26 1.50
H 1.19 -4.08 1.50
H 0.12 -3.97 0.09
H 0.07 -1.56 0.19
H 1.72 -1.86 0.77
H 0.18 -2.82 3.81
H -1.30 -1.92 3.44
C -2.80 -6.38 -2.30
C -1.61 -6.36 -3.25
C -1.29 -4.87 -3.32
O -1.66 -4.32 -2.05
C -2.42 -5.28 -1.32
H -2.95 -7.34 -1.81
H -3.71 -6.12 -2.83
H -0.76 -6.90 -2.81
H -1.82 -6.79 -4.23
H -1.88 -4.38 -4.10
H -0.24 -4.67 -3.51
H -1.80 -5.67 -0.50
H -3.29 -4.78 -0.88
C -1.83 0.43 -5.26
C -0.90 -0.05 -4.15
C -1.00 -1.57 -4.31
O -1.22 -1.81 -5.70
C -1.55 -0.59 -6.36
H -1.64 1.45 -5.58
H -2.87 0.36 -4.93
H 0.12 0.28 -4.34
H -1.19 0.28 -3.15
H -1.84 -1.97 -3.74
H -0.09 -2.08 -3.99
H -0.70 -0.28 -6.97
H -2.41 -0.76 -7.01
*
```

Atomic partial charges in e from the Löwdin method, atoms 1 to 4: C 0.06; C -0.38; P 0.53; Br 0.52

Record 3
# C25H60N4SbSi5Sn

A structure of composition C25H60N4SbSi5Sn (ωB97M-V with the def2-TZVPD basis set, the Open Molecules 2025 dataset).

Output
DFT total energy in Ha: -3108.98334
LUMO in eV: -9.3
HOMO-LUMO gap in eV: 5.90
Relative energy (zero: lowest compared OMol25 entry of this formula, charge and spin) in kJ/mol: 0.0
Strongest force on any atom in eV/Å: 0.216

The geometry in ORCA input format:
```
! RIJCOSX wB97M-V def2-TZVPD def2/J DEFGRID3
* xyz 3 1
Sn -0.74 0.28 0.12
C -1.21 -2.10 2.55
Si -0.14 -0.80 3.34
C 1.67 -1.07 3.03
C -0.56 -0.64 5.13
N -0.50 0.68 2.31
C -0.30 1.92 2.61
C 0.05 2.40 3.93
C 0.23 3.71 4.15
C 0.12 4.69 3.09
C -0.16 4.32 1.83
C -0.38 2.93 1.49
N -0.63 2.49 0.30
Si -0.52 3.50 -1.23
C -0.84 2.25 -2.58
C 1.23 4.12 -1.34
C -1.78 4.86 -1.17
H -1.09 -3.04 3.09
H -0.95 -2.30 1.50
H -2.26 -1.81 2.61
H 2.04 -1.88 3.66
H 2.26 -0.18 3.27
H 1.86 -1.34 1.99
H -0.65 -1.66 5.53
H -1.52 -0.15 5.32
H 0.21 -0.15 5.73
H 0.13 1.69 4.74
H 0.47 4.06 5.15
H 0.26 5.73 3.33
H -0.25 5.07 1.05
H 0.07 1.70 -2.84
H -1.16 2.77 -3.49
H -1.62 1.53 -2.35
H 1.92 3.30 -1.56
H 1.57 4.63 -0.45
H 1.30 4.82 -2.17
H -2.73 4.54 -0.74
H -1.98 5.20 -2.19
H -1.44 5.72 -0.61
N 6.38 -1.69 -2.15
C 5.66 -2.71 -1.31
C 4.20 -2.28 -1.15
N 4.04 -0.94 -0.62
C 4.79 0.03 -1.41
C 6.26 -0.31 -1.57
H 6.00 -1.70 -3.10
H 7.37 -1.95 -2.25
H 6.18 -2.75 -0.36
H 5.75 -3.68 -1.81
H 3.71 -3.00 -0.50
H 3.69 -2.34 -2.12
H 4.31 -0.90 0.35
H 4.71 1.02 -0.95
H 4.32 0.10 -2.40
H 6.78 -0.34 -0.61
H 6.78 0.38 -2.23
C -3.93 -0.13 -3.45
Si -4.74 0.90 -2.12
C -4.44 2.72 -2.29
C -6.57 0.61 -2.01
Sb -3.66 0.08 0.13
Si -4.28 -2.48 0.15
C -4.43 -3.14 1.89
C -5.93 -2.59 -0.70
C -2.93 -3.28 -0.86
Si -4.71 1.41 2.10
C -6.55 1.15 1.99
C -4.20 3.18 1.83
C -3.98 0.71 3.66
H -4.23 0.25 -4.43
H -4.25 -1.17 -3.39
H -2.84 -0.10 -3.41
H -4.88 3.05 -3.24
H -3.38 2.99 -2.31
H -4.93 3.28 -1.49
H -7.03 1.15 -2.85
H -7.01 1.01 -1.10
H -6.86 -0.44 -2.10
H -4.68 -2.38 2.63
H -3.53 -3.66 2.21
H -5.25 -3.86 1.89
H -6.65 -1.86 -0.33
H -6.34 -3.58 -0.50
H -5.85 -2.48 -1.78
H -1.94 -3.11 -0.44
H -2.94 -2.93 -1.89
H -3.09 -4.36 -0.88
H -6.97 1.59 1.09
H -7.03 1.64 2.84
H -6.81 0.09 2.02
H -4.73 3.63 1.00
H -3.13 3.28 1.64
H -4.44 3.77 2.73
H -4.28 -0.33 3.82
H -4.33 1.29 4.52
H -2.89 0.76 3.65
*
```

Atomic partial charges in e from the Löwdin method, atoms 1 to 4: Sn 0.92; C -0.19; Si 0.43; C -0.15

Record 4
# C3H12N3

A cluster of 2 separate species, C3H12N3 in total (ωB97M-V with the def2-TZVPD basis set, the Open Molecules 2025 dataset).

Output
DFT total energy in Ha: -285.52002
LUMO in eV: -3.0
HOMO-LUMO gap in eV: 10.81
Relative energy (zero: lowest compared OMol25 entry of this formula, charge and spin) in kJ/mol: 119.2
Strongest force on any atom in eV/Å: 1.286

The geometry in ORCA input format:
```
! RIJCOSX wB97M-V def2-TZVPD def2/J DEFGRID3
* xyz 1 1
C -1.84 -1.12 -1.72
N -0.92 0.02 -1.64
C 0.33 -0.17 -1.23
N 0.99 0.70 -0.51
H -2.84 -0.75 -1.94
H -1.55 -1.81 -2.51
H -1.86 -1.66 -0.77
H -1.30 0.92 -1.39
H 0.80 -1.13 -1.45
H 1.98 0.50 -0.63
C 1.15 -0.21 2.54
N 0.28 0.83 1.94
H 0.92 -0.37 3.59
H 0.97 -1.14 2.00
H 2.18 0.09 2.39
H 0.36 1.74 2.38
H -0.68 0.54 1.89
H 0.65 0.98 0.80
*
```

Atomic partial charges in e from the Löwdin method, atoms 1 to 4: C -0.05; N -0.01; C -0.25; N 0.05